Density functional theory data (wB97M-V/def2-TZVPD) for a cluster of 2 separate species, C2HCl2N4 in total in a non-equilibrium geometry.

HOMO level: -5.0957 eV
Gap between HOMO and LUMO: 7.376 eV
ΔE to the lowest compared entry with this formula, charge and spin: 33.7 kcal/mol
Total charge: -1
LUMO energy: 2.281 eV

Cartesian coordinates (Å):
C: -0.27 0.51 -0.88
C: -0.39 -2.39 1.94
N: -0.22 1.63 -0.16
N: 0.19 0.70 -2.17
N: 0.30 2.53 -1.01
N: 0.53 1.94 -2.15
Cl: -0.52 -1.12 -0.29
Cl: 1.22 -2.26 2.48
H: -0.85 -1.54 2.25

Density functional theory data (wB97M-V/def2-TZVPD) for a cluster of 8 separate species, C4H24N2O9 in total in a non-equilibrium geometry.

HOMO level: -9.3382 eV
Gap between HOMO and LUMO: 9.275 eV
ΔE to the lowest compared entry with this formula, charge and spin: 52.0 kcal/mol
Structure (SMILES): NCCNCC(=O)O.O.O.O.O.O.O.O
LUMO energy: -0.063 eV

Cartesian coordinates (Å):
N: 2.95 -0.06 -2.12
C: 1.82 -0.29 -3.05
C: 0.69 -0.94 -2.31
N: 0.17 -0.24 -1.18
C: -0.58 1.03 -1.34
C: -0.78 1.66 0.07
O: -1.28 0.73 0.86
O: -0.46 2.79 0.36
H: 3.91 -0.10 -2.42
H: 2.75 0.80 -1.62
H: 2.17 -1.04 -3.75
H: 1.53 0.67 -3.49
H: -0.01 -1.38 -3.10
H: 1.10 -1.87 -1.88
H: -0.40 -0.85 -0.58
H: -1.50 0.80 -1.90
H: 0.08 1.71 -1.91
H: -1.62 1.11 1.76
H: -2.97 -0.69 0.13
H: -4.18 -1.66 0.02
O: -3.40 -1.45 0.54
H: 3.51 -0.92 0.15
H: 2.71 -1.96 0.75
O: 3.64 -1.77 0.59
H: 0.69 -0.46 0.85
H: -0.12 -1.38 1.78
O: 0.68 -0.81 1.75
H: -3.56 1.04 2.92
H: -2.75 2.33 3.18
O: -3.00 1.69 2.49
H: -0.06 0.67 3.23
H: -1.09 -0.40 3.73
O: -0.92 0.54 3.63
H: -1.19 -3.62 2.15
H: -2.13 -2.64 1.41
O: -1.24 -2.73 1.80
H: 1.85 2.63 -1.52
H: 1.24 3.52 -0.59
O: 1.74 3.58 -1.42

Density functional theory data (wB97M-V/def2-TZVPD) for a structure of composition C26H44N3PmS8.

HOMO level (spin up / spin down): -13.4250 / -13.4498 eV
Multiplicity: 5
Gap between HOMO and LUMO (spin up / spin down): 8.039 / 8.250 eV
Total charge: +2
LUMO energy (spin up / spin down): -5.386 / -5.199 eV

Cartesian coordinates (Å):
Pm: -0.42 -0.52 0.30
C: -0.05 -0.42 4.74
C: 1.29 0.26 4.56
S: 1.38 1.22 3.01
C: 3.17 1.13 2.71
C: 3.61 -0.19 2.10
S: 2.78 -0.42 0.49
C: 3.27 -2.12 0.05
C: 2.71 -3.20 0.95
S: 0.89 -3.33 0.88
C: 0.57 -3.94 2.57
C: 0.68 -2.88 3.64
S: -0.54 -1.55 3.40
H: -0.86 0.31 4.79
H: -0.06 -1.01 5.66
H: 2.11 -0.45 4.57
H: 1.43 0.96 5.39
H: 3.68 1.30 3.65
H: 3.39 1.96 2.03
H: 3.38 -1.03 2.76
H: 4.69 -0.18 1.91
H: 4.36 -2.16 0.05
H: 2.91 -2.24 -0.97
H: 2.99 -3.03 1.99
H: 3.11 -4.17 0.64
H: 1.27 -4.75 2.75
H: -0.44 -4.36 2.55
H: 1.68 -2.44 3.66
H: 0.48 -3.33 4.62
C: -3.05 -2.11 -3.05
C: -3.19 -0.59 -3.10
S: -2.92 0.31 -1.55
C: -4.36 -0.05 -0.51
C: -4.49 -1.46 0.04
S: -3.04 -2.00 1.01
C: -2.83 -3.74 0.49
C: -2.66 -4.01 -1.00
S: -1.74 -2.74 -1.94
H: -2.82 -2.49 -4.04
H: -3.98 -2.57 -2.73
H: -4.18 -0.32 -3.48
H: -2.45 -0.16 -3.77
H: -5.25 0.20 -1.09
H: -4.26 0.68 0.30
H: -4.65 -2.19 -0.75
H: -5.34 -1.50 0.72
H: -3.68 -4.30 0.88
H: -1.94 -4.06 1.04
H: -3.62 -4.15 -1.50
H: -2.10 -4.94 -1.12
C: 4.71 1.83 -4.14
C: 3.27 1.70 -4.65
N: 2.49 0.72 -3.89
C: 1.73 0.84 -2.81
S: 0.93 -0.62 -2.31
N: 1.57 1.96 -2.12
C: 2.06 3.32 -2.38
C: 1.12 4.12 -3.27
H: 5.21 2.64 -4.66
H: 5.27 0.91 -4.32
H: 4.73 2.03 -3.07
H: 3.28 1.35 -5.68
H: 2.77 2.66 -4.64
H: 2.54 -0.23 -4.23
H: 0.87 1.91 -1.41
H: 3.06 3.28 -2.80
H: 2.14 3.81 -1.40
H: 0.98 3.63 -4.24
H: 1.53 5.12 -3.45
H: 0.14 4.23 -2.80
N: -4.81 5.57 2.40
C: -4.04 4.77 2.10
C: -3.11 3.75 1.73
C: -2.43 3.81 0.52
C: -1.59 2.78 0.14
C: -1.36 1.65 0.94
C: -2.05 1.64 2.17
C: -2.90 2.65 2.57
H: -2.58 4.66 -0.14
H: -1.12 2.86 -0.83
H: -1.93 0.80 2.85
H: -3.41 2.60 3.52